[1]
Molecular formula: C4H6N2
Method: DFT, wB97M-V/def2-TZVPD

```
12
Properties=species:S:1:pos:R:3:forces:R:3:mulliken_charge:R:1
C 1.139 0.134 1.277 -1.069 -0.048 -0.111 -0.681
N 0.254 0.066 0.108 -0.993 -0.366 0.512 0.137
C -1.039 -0.497 0.128 1.685 -1.283 2.984 -0.199
C -1.474 -0.411 -1.105 -3.159 0.774 -4.680 -0.403
N -0.603 0.283 -1.938 0.419 -0.248 1.039 -0.584
C 0.410 0.529 -1.143 0.089 0.383 -0.209 -0.082
H 2.160 -0.191 1.020 -0.588 -0.133 0.356 0.304
H 1.161 1.152 1.680 0.122 -0.116 -0.124 0.291
H 0.578 -0.489 2.015 1.201 0.265 -0.287 0.211
H -1.375 -1.096 1.001 0.176 0.810 -0.797 0.272
H -2.455 -0.620 -1.657 1.423 -0.237 1.645 0.334
H 1.243 1.140 -1.387 0.695 0.200 -0.328 0.402
```
Forces are in eV/Å.

Values from the calculation:
Net charge: 0
Kohn-Sham gap: 9.92 eV
SMILES string: Cn1ccnc1
2S+1: 1
Energy above the lowest of the compared OMol25 structures with the same formula, charge and spin: 19.0 kcal/mol



[2]
Molecular formula: C23H16AsNiO5
Method: DFT, wB97M-V/def2-TZVPD

```
46
Properties=species:S:1:pos:R:3:forces:R:3:mulliken_spin:R:1
O -1.403 -2.403 0.321 0.896 1.017 0.236 0.596
C -0.690 -1.498 -0.102 -0.098 -1.376 -0.071 0.301
Ni 1.097 -0.739 0.751 -1.560 -0.481 0.122 0.544
O 1.273 -2.986 -1.175 -0.412 2.058 0.980 0.225
C 0.970 -2.023 -0.582 -0.276 -2.563 -1.115 0.097
C 2.353 0.274 0.091 3.578 3.848 -2.540 0.038
O 3.011 1.071 -0.437 -2.197 -2.913 1.851 -0.001
C -2.158 0.562 -0.627 -0.392 2.275 1.633 0.008
O -1.931 1.196 0.403 -0.073 -1.742 -2.138 0.009
C -1.245 -0.511 -1.145 1.175 -1.394 -2.102 0.063
O -1.005 -0.757 -2.316 -0.610 1.199 2.368 0.033
H -3.012 0.806 -1.281 0.084 -0.108 0.074 0.008
C 4.266 -0.308 5.482 -0.202 0.059 -0.083 0.001
C 2.946 -0.615 5.828 -0.007 -0.016 -0.118 0.000
C 1.903 -0.356 4.934 0.406 0.195 -0.001 -0.006
C 2.205 0.276 3.726 -0.360 -0.758 -0.406 -0.002
C 3.523 0.526 3.335 0.142 -0.191 0.387 0.009
C 4.557 0.246 4.232 -0.164 -0.015 -0.133 0.002
As 0.776 0.727 2.466 -0.062 1.580 2.273 0.046
C -0.848 0.770 3.578 -0.018 -0.437 -0.369 0.015
C -1.875 -0.138 3.303 0.004 0.139 0.182 0.034
C -3.042 -0.100 4.069 0.035 0.064 0.126 0.003
C -3.164 0.813 5.123 0.220 -0.029 -0.198 -0.001
C -2.124 1.705 5.404 0.145 -0.160 -0.231 0.002
C -0.963 1.694 4.621 -0.115 -0.120 -0.003 -0.003
C 1.208 2.641 2.330 0.002 -0.224 -0.623 0.010
C 1.890 3.301 3.360 0.062 0.134 -0.124 -0.003
C 2.223 4.653 3.214 -0.208 -0.205 -0.179 0.000
C 1.875 5.338 2.045 -0.099 -0.281 0.001 0.000
C 1.192 4.668 1.021 -0.006 0.018 0.094 0.000
C 0.854 3.318 1.159 0.199 0.305 0.205 -0.003
H 5.075 -0.515 6.184 -0.240 0.058 -0.189 0.000
H 2.721 -1.065 6.795 0.109 0.072 -0.249 0.000
H 0.874 -0.635 5.167 0.300 0.194 0.064 0.000
H 3.744 0.930 2.344 0.009 0.069 0.397 -0.004
H 5.588 0.458 3.947 -0.260 -0.084 0.109 0.000
H -1.765 -0.875 2.503 -0.114 0.255 0.234 -0.022
H -3.859 -0.788 3.844 0.265 0.182 0.104 0.000
H -4.071 0.825 5.729 0.249 0.010 -0.187 0.000
H -2.206 2.412 6.232 -0.003 -0.222 -0.281 0.000
H -0.156 2.395 4.832 -0.251 -0.151 -0.049 0.001
H 2.194 2.771 4.265 -0.115 0.168 -0.310 -0.001
H 2.761 5.158 4.018 -0.181 -0.114 -0.266 0.000
H 2.136 6.393 1.932 -0.089 -0.378 0.007 0.000
H 0.921 5.197 0.106 0.098 -0.133 0.294 0.000
H 0.322 2.800 0.358 0.135 0.193 0.225 0.003
```
Forces are in eV/Å.

Values from the calculation:
Net charge: +1
Kohn-Sham gap (alpha / beta): 6.18 / 5.86 eV
Expectation value of S²: 2.052
2S+1: 3



| no. | electronic energy (eV) |
| --- | --- |
| 1 | -7224.76809 |
| 2 | -136218.05483 |